ORCA calculation (ωB97M-V/def2-TZVPD) on a 2-piece molecular cluster, C3H4N2O overall.

XYZ file:
```
10
Properties=species:S:1:pos:R:3:forces:R:3
N 0.095 0.902 -1.243 -0.26 0.20 0.30
C -0.490 1.350 -0.230 0.17 -0.03 -0.43
O -0.419 0.673 0.984 0.17 -0.07 0.28
C 0.623 -0.063 1.336 0.04 0.54 0.16
C 0.016 -2.186 0.280 -0.44 -1.04 0.30
N -0.378 -3.031 0.962 0.38 0.76 -0.69
H -0.051 1.504 -2.050 0.00 -0.08 0.03
H -1.123 2.231 -0.122 0.09 -0.11 -0.08
H 1.384 0.070 0.522 -0.09 0.04 0.10
H 0.344 -1.450 -0.438 -0.06 -0.21 0.03
```
Positions in Å, forces in eV/Å.

E_LUMO: -0.282 eV
Total energy: -301.29426 Ha


ORCA calculation (ωB97M-V/def2-TZVPD) on a 2-piece molecular cluster, C3H4N2O2 overall.

XYZ file:
```
11
Properties=species:S:1:pos:R:3:forces:R:3
O -1.369 1.617 1.943 0.32 0.16 -0.43
C -0.700 1.851 0.998 -0.25 -0.09 0.38
N -0.050 1.355 -0.122 0.03 -0.27 -0.18
O -0.134 2.838 0.332 -0.11 0.25 0.17
H 0.894 1.050 0.125 0.01 -0.02 0.06
C 0.929 -1.528 0.728 -0.35 -0.11 -0.35
C 0.409 -1.501 -0.362 0.21 0.00 0.34
N -0.082 -1.421 -1.622 -0.01 0.07 0.06
H 1.250 -1.590 1.744 0.01 0.03 -0.22
H -0.444 -0.505 -1.856 0.01 -0.08 0.02
H -0.704 -2.166 -1.908 0.13 0.05 0.15
```
Positions in Å, forces in eV/Å.

E_LUMO: 0.659 eV
Total energy: -376.54582 Ha
SMILES string: O=C1NO1.C#CN


Per-record ΔE to the lowest compared entry with this formula, charge and spin, kJ/mol: 506.6, 572.3
Per-record max |F|, eV/Å: 1.165, 0.559
Per-record HOMO-LUMO gap, eV: 8.96, 9.86